ORCA calculation (ωB97M-V with the def2-TZVPD basis set) on a molecular structure, C14H15FN2OS.

Relative energy (zero: lowest compared OMol25 entry of this formula, charge and spin)   12.006 eV
E   -33330.1156 eV
Charge   0
Highest occupied orbital energy   -8.5207 eV

Geometry as XYZ:
```
34
Properties=species:S:1:pos:R:3:nbo_charge:R:1
C -2.260 -0.880 -1.557 -0.71
C -1.934 0.280 -0.766 0.17
N -0.782 0.887 -0.506 -0.47
C -0.973 1.846 0.321 0.04
C -2.275 2.023 0.552 -0.41
S -3.488 1.030 0.045 0.38
H -2.725 2.871 1.501 0.21
C 0.180 2.624 0.673 -0.40
H 0.604 2.082 1.531 0.21
C 1.282 2.687 -0.333 -0.19
N 1.707 1.639 -0.671 -0.61
C 2.844 1.089 -0.322 0.67
O 3.792 1.518 0.212 -0.62
C 3.206 -0.408 -0.451 -0.51
C 1.970 -1.335 -0.269 -0.04
C 1.343 -2.225 -0.933 -0.16
C 0.319 -3.087 -0.686 -0.31
C -0.319 -2.811 0.592 0.45
C 0.365 -1.794 1.386 -0.21
C 1.368 -1.144 1.234 -0.19
H 1.795 -0.525 1.747 0.19
H -0.323 -1.704 2.573 0.16
F -1.412 -3.330 0.873 -0.28
H -0.224 -3.561 -1.268 0.20
H 1.857 -2.138 -2.278 0.14
H 4.130 -0.776 0.101 0.26
H 3.456 -0.804 -1.543 0.22
H 1.090 0.936 -1.001 0.44
H 2.004 3.304 0.132 0.23
H 0.826 3.162 -1.132 0.17
H -0.071 3.704 1.107 0.22
H -1.416 -1.162 -2.274 0.24
H -3.052 -0.620 -2.355 0.24
H -2.664 -1.862 -1.074 0.25
```